#w
Below is a 2-piece molecular cluster, CH5ClNOP overall, with properties calculated with the ωB97M-V functional and the def2-TZVPD basis.

highest occupied orbital energy (spin up / spin down)	-7.1 / -7.1	eV
HOMO-LUMO gap (spin up / spin down)	4.00 / 4.00	eV

Last column: Mulliken charge in e.
CARTESIAN COORDINATES (ANGSTROEM)
C 0.8987 0.7038 -0.6249  -0.169
N -2.0834 -0.9345 0.7441  -0.308
O -0.2495 0.0378 -0.3888  -0.220
P -1.4798 0.5425 0.4827  0.479
Cl 3.7838 0.0504 0.7932  -0.781
H 0.6390 1.8216 -0.4829  0.272
H 1.1086 0.5124 -1.6469  0.198
H 1.7291 0.1768 -0.0804  -0.077
H -1.3580 -1.5955 0.4854  0.324
H -2.9885 -1.3155 0.7185  0.283

#x
Below is a 2-piece molecular cluster, CH5ClNOP overall, with properties calculated with the ωB97M-V functional and the def2-TZVPD basis.

highest occupied orbital energy	-8.1	eV
HOMO-LUMO gap	6.28	eV

Last column: Mulliken charge in e.
CARTESIAN COORDINATES (ANGSTROEM)
C 0.2483 -1.3387 -0.4051  -0.505
N -0.1383 2.3245 0.5463  -0.342
O 0.3035 0.0255 -0.0097  -0.195
P -0.3480 1.3167 -0.7628  0.446
Cl -2.9638 -0.8630 -0.3408  -0.694
H 0.4301 -1.9289 0.5267  0.225
H 0.8355 -1.6406 -1.3518  0.243
H -0.7041 -1.7548 -0.8371  0.222
H 0.2871 1.7725 1.2764  0.316
H -0.5930 3.2545 0.5564  0.282

Least stable: #w

#w
Below is one molecule with the formula CH2OS3, with properties calculated with the ωB97M-V functional and the def2-TZVPD basis.

highest occupied orbital energy (spin up / spin down)	-8.4 / -7.5	eV
HOMO-LUMO gap (spin up / spin down)	7.08 / 5.82	eV

Last column: Mulliken charge in e.
CARTESIAN COORDINATES (ANGSTROEM)
C -0.3263 -0.0702 -0.4164  -0.139
O 0.7345 -0.0265 0.3414  -0.319
S -4.3639 0.4119 -0.4515  -0.141
S -1.4291 -1.3368 -0.2551  -0.224
S -3.0064 -0.0041 0.8209  0.040
H 0.4351 -0.7026 0.9181  0.352
H -0.4616 0.7035 -1.1099  0.431

#x
Below is one molecule with the formula CH2OS3, with properties calculated with the ωB97M-V functional and the def2-TZVPD basis.

highest occupied orbital energy	-8.3	eV
HOMO-LUMO gap	8.09	eV
structure (SMILES)	C1SOSS1

Last column: Mulliken charge in e.
CARTESIAN COORDINATES (ANGSTROEM)
C 0.3832 0.0469 0.0755  -0.547
O 2.8858 0.9974 -0.4564  -0.279
S 1.6931 -1.3899 0.1374  -0.126
S 1.4523 1.5310 0.2753  0.092
S 3.5791 -0.3374 0.0047  0.169
H -0.2456 -0.3836 0.8200  0.308
H -0.1196 0.0181 -0.8210  0.383

Least stable: #x

#w
Below is one molecule with the formula C22H27N3O5S, with properties calculated with the ωB97M-V functional and the def2-TZVPD basis.

highest occupied orbital energy	-7.7	eV
HOMO-LUMO gap	8.34	eV
structure (SMILES)	CCOc1cc2[nH]c(=S)n(CCCCC(=O)NCc3ccco3)c(=O)c2cc1OCC

Last column: Mulliken charge in e.
CARTESIAN COORDINATES (ANGSTROEM)
C -4.3071 -3.0063 -1.2026  -1.009
C -3.7044 -3.8257 -0.0653  -0.455
O -3.0292 -3.0217 0.8832  -0.534
C -1.8156 -2.5094 0.5942  1.334
C -1.0645 -2.7966 -0.5305  -0.640
C 0.1822 -2.2010 -0.7133  -0.872
C 0.6920 -1.3332 0.2485  -0.131
C -0.0595 -1.0475 1.3940  -0.383
C -1.3011 -1.6118 1.5760  0.880
O -2.1179 -1.3844 2.6329  -0.484
C -1.6891 -0.4804 3.6335  -0.052
C -2.7921 -0.3950 4.6764  -1.520
H -2.5004 0.2895 5.4676  0.424
H -2.9760 -1.3776 5.1014  0.346
H -3.7102 -0.0409 4.2162  0.334
H -1.5014 0.5089 3.1927  0.203
H -0.7581 -0.8404 4.0923  0.344
H 0.3674 -0.3621 2.1071  0.533
C 1.9729 -0.6827 0.0323  0.182
O 2.5253 0.0257 0.8549  -0.752
N 2.5571 -0.8893 -1.2156  0.137
C 2.0829 -1.7868 -2.1289  0.040
S 2.8359 -2.1382 -3.5590  -0.362
N 0.9432 -2.4525 -1.8250  0.007
H 0.5843 -3.0580 -2.5517  0.334
C 3.7713 -0.1318 -1.4885  -1.143
H 4.4628 -0.3293 -0.6641  0.402
H 4.1978 -0.5084 -2.4191  0.511
C 3.5333 1.3791 -1.5679  0.049
C 2.9740 1.8914 -2.8961  -0.993
H 2.9063 2.9811 -2.8294  0.416
H 3.6872 1.6637 -3.6915  0.385
C 1.6208 1.3081 -3.3142  -0.504
C 0.5536 1.2341 -2.2389  0.231
O -0.1527 0.2531 -2.0931  -0.626
N 0.4095 2.3394 -1.4788  -0.010
H 0.9869 3.1476 -1.6442  0.305
C -0.5822 2.4247 -0.4241  -0.574
C -0.0299 3.0549 0.8096  0.139
C 0.9936 2.7078 1.6423  0.365
C 1.0496 3.7144 2.6381  -1.256
C 0.0598 4.5960 2.3376  -0.447
O -0.5977 4.2106 1.2304  -0.417
H -0.2680 5.4997 2.8119  0.516
H 1.7336 3.7665 3.4598  0.460
H 1.6286 1.8490 1.5606  0.800
H -1.4436 3.0168 -0.7576  0.199
H -0.9114 1.3968 -0.2361  0.251
H 1.2143 1.9086 -4.1333  0.444
H 1.7542 0.2973 -3.7010  0.199
H 2.8828 1.6747 -0.7452  -0.164
H 4.4992 1.8626 -1.4070  0.457
H -1.4302 -3.4647 -1.2933  0.421
H -3.0408 -4.6087 -0.4523  0.333
H -4.5009 -4.3053 0.5100  0.365
H -4.8349 -3.6636 -1.8882  0.369
H -5.0078 -2.2800 -0.7993  0.325
H -3.5356 -2.4689 -1.7482  0.286

#x
Below is C22H27N3O5S as an isolated structure, with properties calculated with the ωB97M-V functional and the def2-TZVPD basis.

highest occupied orbital energy	-8.5	eV
HOMO-LUMO gap	7.87	eV

Last column: Mulliken charge in e.
CARTESIAN COORDINATES (ANGSTROEM)
C 3.6398 0.8220 5.0642  -0.849
H 4.1816 0.4724 4.1439  0.369
O 2.8030 1.8919 4.4402  -0.459
C 1.9068 1.7046 3.6386  0.956
C 1.7327 0.6440 3.0859  0.524
C 0.7189 0.2887 2.2574  -0.980
C -0.0954 1.3208 1.9756  -0.495
C 0.2355 2.6320 2.2660  -1.644
C 1.2424 2.7643 3.2403  -0.962
H 1.2828 3.7364 3.7573  0.336
H -0.3914 3.2343 1.9937  1.275
C -0.9741 1.1088 0.6320  0.316
N -1.6732 2.5896 0.2358  -0.271
S -3.3230 2.2227 -0.2391  1.498
O -3.9471 2.1525 0.9516  -0.747
O -3.5841 3.4438 -0.8073  -0.814
C -3.5903 0.9905 -1.1705  0.217
C -3.9025 -0.3364 -0.6450  -0.075
C -4.0136 -1.4535 -1.7352  -0.845
C -3.7173 -1.4125 -2.8684  0.031
C -3.2561 -0.0168 -3.4896  -0.814
C -3.1978 0.8496 -2.5311  -0.595
H -2.9954 1.8910 -3.0472  0.284
H -3.1609 -0.1261 -4.4062  0.890
H -3.6084 -2.1448 -3.8266  0.210
H -4.3296 -2.3797 -1.2321  0.317
H -4.1561 -0.2413 0.4090  0.508
C -0.7513 2.7179 -0.9680  -1.593
H -1.3292 3.3671 -1.4124  1.076
H -0.0575 3.4246 -0.3360  0.362
C -0.1346 1.4760 -1.5432  -1.081
N -0.4854 0.5911 -0.5484  1.213
C -0.7408 -0.8660 -0.7486  0.849
O -1.2624 -1.4363 0.1674  -0.578
C -0.0431 -1.3729 -1.9089  -1.530
N 1.2216 -2.2060 -1.8004  0.143
C 1.2164 -3.0459 -0.8787  -0.141
C 2.3987 -4.0059 -0.5363  -1.204
H 2.5363 -4.6816 0.0359  0.628
O 3.6021 -3.0981 -0.2384  -0.448
C 3.4274 -1.8607 -1.0632  -0.480
C 2.2696 -1.3184 -1.0737  0.343
H 2.3914 -0.2957 -1.8976  0.023
H 2.0250 -0.5661 -0.1399  -0.133
H 4.5089 -1.1934 -0.8161  0.297
H 3.7242 -2.1080 -2.2218  0.253
H 2.6597 -4.1601 -1.6336  0.325
H 0.2461 -3.7468 -1.0771  0.279
H 0.9100 -2.8344 0.1244  0.199
H -0.6157 -2.3042 -2.2849  0.451
H 0.1084 -0.6765 -2.8218  0.199
H -0.5747 1.3294 -2.5015  0.622
H 0.8181 1.6426 -1.7065  0.714
H -2.0581 0.5244 1.1793  0.058
H 0.3575 -0.7148 1.7767  0.401
H 2.1876 -0.6486 3.4171  0.025
H 4.4371 1.3931 5.7769  0.212
H 3.1797 0.0252 5.5857  0.335

Least stable: #x